[1]
Density functional theory data (ωB97M-V/def2-TZVPD) for a 2-piece molecular cluster, C40H45F6N2OSi overall in a non-equilibrium geometry.

Last column: Löwdin charge in e.
CARTESIAN COORDINATES (ANGSTROEM)
C (0.246, -2.978, -4.198)  -0.16
Si (-0.506, -4.057, -2.890)  0.42
C (-1.648, -3.205, -1.685)  -0.15
C (-1.315, -5.545, -3.636)  -0.15
O (0.831, -4.631, -2.025)  -0.12
C (1.012, -4.335, -0.708)  -0.37
C (1.508, -3.129, -0.304)  -0.07
C (2.502, -3.108, 0.801)  -0.22
C (3.734, -4.039, 0.654)  -0.19
C (3.564, -5.501, 1.076)  -0.20
C (3.080, -6.462, -0.016)  -0.20
C (1.578, -6.716, -0.092)  -0.20
C (0.712, -5.490, 0.203)  -0.12
H (-0.520, -2.500, -4.826)  0.03
H (0.885, -2.198, -3.761)  0.03
H (0.885, -3.602, -4.842)  0.05
H (-2.325, -2.518, -2.212)  0.04
H (-2.266, -3.947, -1.157)  0.05
H (-1.080, -2.649, -0.925)  0.00
H (-2.229, -5.268, -4.180)  0.04
H (-0.626, -6.038, -4.332)  0.04
H (-1.579, -6.271, -2.858)  0.04
H (1.317, -2.200, -0.859)  0.10
H (2.884, -2.075, 0.835)  0.10
H (2.005, -3.299, 1.760)  0.11
H (4.124, -3.987, -0.368)  0.12
H (4.520, -3.617, 1.293)  0.10
H (4.559, -5.853, 1.376)  0.11
H (2.940, -5.586, 1.972)  0.11
H (3.423, -6.098, -0.991)  0.11
H (3.566, -7.435, 0.148)  0.11
H (1.337, -7.115, -1.085)  0.11
H (1.300, -7.502, 0.621)  0.11
H (0.856, -5.157, 1.239)  0.11
H (-0.349, -5.776, 0.078)  0.13
F (3.900, 1.757, 5.989)  0.14
C (2.595, 1.433, 5.788)  -0.52
F (2.543, 0.588, 4.703)  0.12
F (2.151, 0.693, 6.866)  0.11
C (1.668, 2.605, 5.606)  -0.01
N (0.342, 2.086, 5.254)  -0.03
C (-0.687, 2.289, 6.196)  -0.26
C (-1.295, 3.553, 6.315)  -0.01
C (-2.142, 3.797, 7.393)  -0.07
C (-2.317, 2.814, 8.375)  -0.07
C (-1.730, 1.550, 8.234)  -0.06
C (-0.987, 1.261, 7.095)  -0.02
C (0.073, 1.611, 3.997)  -0.18
C (-0.942, 0.641, 3.817)  0.03
C (-1.097, 0.054, 2.580)  0.02
C (-0.413, 0.563, 1.436)  -0.21
C (-0.797, 0.089, 0.150)  0.10
C (-0.859, 0.911, -1.011)  -0.18
C (-1.050, 0.324, -2.295)  0.02
C (-1.118, 1.092, -3.432)  0.01
C (-1.111, 2.504, -3.338)  -0.17
N (-1.149, 3.279, -4.469)  -0.02
C (-0.738, 2.714, -5.764)  -0.01
C (0.768, 2.618, -5.775)  -0.51
F (1.291, 2.054, -6.901)  0.14
F (1.280, 3.894, -5.635)  0.11
F (1.237, 1.905, -4.697)  0.12
C (-1.682, 4.589, -4.484)  -0.24
C (-0.925, 5.659, -3.981)  -0.03
C (-1.326, 6.964, -4.244)  -0.06
C (-2.546, 7.212, -4.881)  -0.07
C (-3.368, 6.143, -5.256)  -0.07
C (-2.926, 4.833, -5.095)  -0.01
C (-1.031, 3.115, -2.072)  0.03
C (-0.836, 2.344, -0.947)  0.02
C (0.602, 1.543, 1.641)  0.00
C (0.855, 2.035, 2.903)  0.01
H (1.576, 3.138, 6.560)  0.16
H (2.072, 3.264, 4.833)  0.13
H (-1.093, 4.301, 5.544)  0.12
H (-2.657, 4.759, 7.462)  0.11
H (-2.925, 3.026, 9.255)  0.11
H (-1.855, 0.778, 8.995)  0.11
H (-0.597, 0.262, 6.894)  0.12
H (-1.561, 0.345, 4.667)  0.12
H (-1.816, -0.753, 2.434)  0.13
H (-1.305, -0.873, 0.105)  0.12
H (-1.143, -0.761, -2.375)  0.09
H (-1.208, 0.619, -4.408)  0.11
H (-1.164, 1.715, -5.930)  0.13
H (-1.043, 3.413, -6.558)  0.16
H (-0.016, 5.444, -3.420)  0.12
H (-0.679, 7.786, -3.942)  0.11
H (-2.857, 8.238, -5.075)  0.11
H (-4.355, 6.327, -5.685)  0.11
H (-3.526, 3.976, -5.412)  0.12
H (-1.087, 4.199, -2.002)  0.11
H (-0.729, 2.846, 0.010)  0.12
H (1.186, 1.928, 0.803)  0.13
H (1.624, 2.789, 3.071)  0.12

Multiplicity: 1
Kohn-Sham gap (eV): 5.2
Total charge: +1
Highest occupied orbital energy (eV): -9.818



[2]
Density functional theory data (ωB97M-V/def2-TZVPD) for C3H5CuO3 as an isolated structure in a non-equilibrium geometry.

Last column: Löwdin charge in e.
CARTESIAN COORDINATES (ANGSTROEM)
H (0.395, -1.884, 0.715)  0.14
C (0.481, -0.831, 1.004)  -0.15
C (-0.801, 0.000, 1.103)  -0.08
O (-1.331, -0.060, -0.226)  0.01
C (-0.327, -0.129, -1.113)  -0.23
O (-0.276, 0.801, -2.080)  0.10
H (1.153, -0.636, 1.846)  0.14
H (0.030, 1.037, 0.965)  0.24
H (-1.546, -0.362, 1.814)  0.14
H (-0.893, 1.538, -2.085)  0.15
Cu (2.146, 0.534, -1.866)  0.77
O (0.969, -0.008, -0.077)  -0.22

Multiplicity: 2
Kohn-Sham gap (alpha / beta) (eV): 7.4 / 9.3
Total charge: +1
Highest occupied orbital energy (alpha / beta) (eV): -13.026 / -15.078
Relative energy (zero: lowest compared OMol25 entry of this formula, charge and spin) (kcal per mole): 85.7



[3]
Density functional theory data (ωB97M-V/def2-TZVPD) for C19H12Cl4MoN2OSe as an isolated structure.

Last column: Löwdin charge in e.
CARTESIAN COORDINATES (ANGSTROEM)
Mo (0.492, -1.181, -0.166)  1.43
Cl (5.071, 3.069, -3.806)  0.79
C (4.249, 1.897, -2.873)  -0.64
C (2.899, 2.085, -2.585)  -0.09
C (2.273, 1.123, -1.831)  -0.52
Cl (0.567, 1.248, -1.438)  0.79
C (2.928, -0.006, -1.357)  -0.40
O (2.263, -0.922, -0.603)  -0.34
C (4.274, -0.185, -1.672)  -0.58
Cl (5.092, -1.580, -1.107)  0.80
C (4.932, 0.772, -2.424)  -0.08
H (2.373, 2.955, -2.951)  0.13
H (5.978, 0.641, -2.665)  0.13
Cl (0.146, -2.438, -2.413)  0.83
C (-1.317, -2.130, -1.474)  -0.64
C (-2.385, -1.461, -2.087)  -0.07
C (-3.531, -1.260, -1.357)  -0.02
C (-3.611, -1.704, -0.026)  -0.02
C (-2.555, -2.349, 0.570)  -0.01
C (-1.378, -2.645, -0.153)  -0.39
C (-0.142, -3.119, 0.468)  -0.17
H (-2.301, -1.142, -3.118)  0.13
H (-4.376, -0.763, -1.813)  0.13
H (-4.523, -1.540, 0.534)  0.13
H (-2.624, -2.692, 1.594)  0.14
H (0.430, -3.862, -0.084)  0.08
H (-0.219, -3.342, 1.527)  0.08
Se (1.315, -0.601, 3.083)  1.25
N (0.188, -0.297, 1.671)  -0.43
C (-0.628, 0.721, 2.000)  -0.33
C (-1.663, 1.262, 1.204)  -0.05
C (-2.382, 2.302, 1.716)  -0.01
C (-2.135, 2.850, 3.014)  -0.02
C (-1.161, 2.349, 3.809)  0.03
C (-0.378, 1.260, 3.315)  -0.34
N (0.598, 0.691, 3.997)  -0.19
H (-1.887, 0.854, 0.226)  0.08
H (-3.178, 2.733, 1.121)  0.13
H (-2.746, 3.674, 3.355)  0.13
H (-0.950, 2.735, 4.797)  0.14

Multiplicity: 3
Kohn-Sham gap (alpha / beta) (eV): 5.7 / 6.3
Total charge: +2
Highest occupied orbital energy (alpha / beta) (eV): -14.545 / -14.615
Relative energy (zero: lowest compared OMol25 entry of this formula, charge and spin) (kcal per mole): 0.0



[4]
Density functional theory data (ωB97M-V/def2-TZVPD) for C4H11NOS in the gas phase in a non-equilibrium geometry.

Last column: Löwdin charge in e.
CARTESIAN COORDINATES (ANGSTROEM)
C (-0.196, 0.942, 0.656)  -0.24
N (-0.892, -0.322, 0.515)  -0.07
C (-2.136, -0.229, -0.205)  -0.32
O (-2.704, -1.512, -0.343)  -0.05
C (1.164, 1.001, -0.060)  -0.25
C (2.069, -0.198, 0.216)  -0.54
S (1.817, -1.660, -0.856)  0.71
H (0.036, 1.169, 1.696)  0.11
H (-0.808, 1.748, 0.231)  0.12
H (-0.334, -1.044, 0.067)  0.03
H (-2.826, 0.403, 0.351)  0.12
H (-1.992, 0.168, -1.205)  0.12
H (-2.385, -2.025, 0.407)  0.08
H (0.977, 1.085, -1.133)  0.10
H (1.671, 1.887, 0.286)  0.10
H (3.079, 0.137, 0.084)  0.05
H (1.978, -0.577, 1.245)  0.08
H (1.482, -0.972, -1.954)  -0.14

Multiplicity: 1
Kohn-Sham gap (eV): 9.6
SMILES: OCNCCCS
Highest occupied orbital energy (eV): -8.774
Relative energy (zero: lowest compared OMol25 entry of this formula, charge and spin) (kcal per mole): 30.8



[5]
Density functional theory data (ωB97M-V/def2-TZVPD) for a 4-piece molecular cluster, H9O4 overall in a non-equilibrium geometry.

Last column: Löwdin charge in e.
CARTESIAN COORDINATES (ANGSTROEM)
O (1.874, -1.834, -0.292)  0.13
H (1.654, -2.724, -0.119)  0.10
H (2.713, -1.750, -0.633)  0.08
O (-2.225, -0.562, -0.370)  0.04
H (-2.797, -1.098, 0.143)  0.08
H (-2.694, 0.287, -0.504)  0.13
O (0.225, 2.596, 0.400)  -0.05
H (0.564, 3.148, -0.379)  0.11
H (0.316, 3.272, 1.052)  0.04
O (0.097, -0.250, 0.240)  0.09
H (-0.852, -0.611, 0.071)  0.06
H (0.215, 0.675, 0.416)  0.05
H (1.117, -0.803, 0.123)  0.14

Multiplicity: 1
Kohn-Sham gap (eV): 12.8
Total charge: +1
Highest occupied orbital energy (eV): -15.895
Relative energy (zero: lowest compared OMol25 entry of this formula, charge and spin) (kcal per mole): 21.0



[6]
Density functional theory data (ωB97M-V/def2-TZVPD) for a 3-piece molecular cluster, C16H43O9P4 overall in a non-equilibrium geometry.

Last column: Löwdin charge in e.
CARTESIAN COORDINATES (ANGSTROEM)
C (2.466, -0.174, -6.535)  -0.09
C (1.907, 0.903, -5.602)  -0.26
C (2.939, 1.559, -4.650)  -0.54
C (4.299, 1.898, -5.276)  -0.11
P (3.163, 0.632, -3.086)  1.03
P (2.622, -1.542, -3.118)  0.64
O (2.151, -1.870, -1.764)  -0.45
H (3.483, 0.014, -6.872)  0.07
H (1.835, -0.228, -7.422)  0.09
H (2.433, -1.175, -6.096)  0.05
H (1.424, 1.701, -6.163)  0.12
H (1.137, 0.432, -4.981)  0.09
H (2.505, 2.513, -4.332)  0.12
H (4.925, 2.389, -4.528)  0.08
H (4.157, 2.621, -6.078)  0.10
H (4.853, 1.026, -5.621)  0.08
H (4.507, 0.736, -2.711)  0.03
H (2.403, 1.240, -2.082)  0.00
H (1.617, -1.676, -4.088)  0.01
H (3.776, -2.239, -3.515)  0.02
O (0.571, 4.364, 0.405)  -0.22
P (0.421, 3.418, 1.514)  0.41
O (-0.333, 2.085, 1.011)  -0.18
C (0.258, 1.310, -0.020)  -0.28
C (1.511, 0.571, 0.418)  -0.09
O (-0.705, 3.991, 2.497)  -0.20
C (-1.307, 5.279, 2.312)  -0.26
C (-2.606, 5.167, 1.545)  -0.07
O (1.428, 2.883, 2.586)  -0.18
C (1.102, 2.534, 3.954)  -0.22
C (0.089, 1.422, 4.091)  -0.07
H (0.476, 1.964, -0.877)  0.10
H (-0.504, 0.597, -0.336)  0.12
H (2.320, 1.270, 0.651)  0.08
H (1.843, -0.100, -0.373)  0.02
H (1.330, -0.019, 1.315)  0.08
H (-0.613, 5.960, 1.821)  0.11
H (-1.493, 5.674, 3.311)  0.12
H (-2.471, 4.592, 0.628)  0.08
H (-2.987, 6.155, 1.288)  0.08
H (-3.359, 4.652, 2.143)  0.08
H (0.797, 3.429, 4.493)  0.12
H (2.049, 2.218, 4.388)  0.12
H (-0.894, 1.721, 3.730)  0.07
H (-0.004, 1.159, 5.145)  0.09
H (0.392, 0.535, 3.535)  0.07
O (-0.781, -2.489, 3.412)  -0.21
P (-1.591, -3.184, 2.408)  0.42
O (-1.379, -2.525, 0.957)  -0.18
C (-0.072, -2.537, 0.377)  -0.29
C (0.385, -3.900, -0.105)  -0.07
O (-3.122, -2.756, 2.654)  -0.21
C (-3.514, -1.944, 3.764)  -0.26
C (-3.586, -0.483, 3.370)  -0.07
O (-1.819, -4.705, 2.106)  -0.18
C (-3.054, -5.301, 1.658)  -0.23
C (-3.553, -4.780, 0.332)  -0.07
H (0.640, -2.130, 1.100)  0.10
H (-0.115, -1.851, -0.468)  0.09
H (0.535, -4.597, 0.721)  0.08
H (1.329, -3.794, -0.634)  0.05
H (-0.354, -4.348, -0.772)  0.08
H (-2.842, -2.093, 4.607)  0.11
H (-4.499, -2.299, 4.070)  0.12
H (-2.666, -0.166, 2.876)  0.07
H (-3.748, 0.144, 4.248)  0.08
H (-4.406, -0.316, 2.670)  0.08
H (-3.808, -5.207, 2.437)  0.12
H (-2.829, -6.363, 1.570)  0.12
H (-3.854, -3.736, 0.393)  0.07
H (-4.421, -5.366, 0.028)  0.09
H (-2.785, -4.862, -0.436)  0.07

Multiplicity: 1
Kohn-Sham gap (eV): 8.0
Total charge: +1
Highest occupied orbital energy (eV): -12.180